[1]
An isolated ion of composition C7H9ClN3O3 and charge +1 at a distorted geometry, computed with ωB97M-V with the def2-TZVPD basis set.

Results
HOMO energy ... -13.600 eV
ΔE to the lowest compared entry with this formula, charge and spin ... 0.00 kcal/mol
Energy ... -30526.7413 eV
Structure (SMILES) ... C=C(C)[C@]1(Cl)CC(=O)N[NH+]=C1[N+](=O)[O-]
Charge ... +1

Positions of all 23 atoms, in Å:
C  -1.779832  1.257567  -0.962532
C  -0.777834  0.439579  -0.716359
C  0.320037  0.177166  -1.703959
C  -0.717014  -0.072898  0.701545
Cl  -2.286784  -0.169819  1.597233
C  0.497083  0.515829  1.397941
C  0.957320  -0.121146  2.680843
O  1.366650  0.452739  3.626179
N  0.832450  -1.583682  2.636088
N  0.225564  -2.125082  1.614141
C  -0.420296  -1.597538  0.653302
N  -0.901574  -2.619306  -0.295071
O  -1.600751  -2.278971  -1.195415
O  -0.464739  -3.705847  -0.033327
H  -2.057190  1.726247  -1.920999
H  -2.493484  1.466399  -0.270611
H  -0.081505  -0.058661  -2.805960
H  0.795099  1.213431  -1.815306
H  0.860516  -0.718351  -1.424652
H  0.378615  1.685044  1.555546
H  1.352511  0.467540  0.826312
H  1.348148  -2.016425  3.355555
H  0.373789  -3.149255  1.677615

Forces on the atoms, in the same order (eV/Å):
0.4135 0.1652 -2.6516
-1.5347 0.9625 -0.2577
-1.1552 1.0087 -2.3458
0.9799 -2.7147 -1.0820
0.7447 0.5971 0.0189
-1.8731 3.1981 2.3932
-1.4599 -0.3745 -0.4723
0.5321 -0.4134 0.5101
0.0362 5.1427 0.4669
1.1180 -2.8693 0.5362
-0.0847 1.6559 0.9762
0.2484 0.4251 0.1635
-0.3299 0.2022 -0.2345
-0.1183 -1.5938 -0.4840
0.8774 -0.3772 0.2614
-1.8151 0.4743 2.1271
0.4996 0.5019 2.5626
0.4841 -2.0273 0.1778
1.0662 0.3429 -0.0294
-0.0349 -2.4780 -0.0505
1.7777 -0.3100 -2.1169
0.3282 -1.7585 0.5786
-0.7002 0.2398 -1.0478

***

[2]
The molecule C7H9ClN4O2, computed with ωB97M-V with the def2-TZVPD basis set.

Results
HOMO energy ... -9.906 eV
ΔE to the lowest compared entry with this formula, charge and spin ... 0.00 kcal/mol
Energy ... -29980.3824 eV
Structure (SMILES) ... O=COCCCCc1nnc(Cl)nn1

Positions of all 23 atoms, in Å:
O  -4.067703  0.564199  -1.301437
C  -3.010887  0.372367  -1.806215
O  -2.210293  -0.661545  -1.472069
C  -0.801428  -0.371823  -1.506217
C  -0.100264  -1.433762  -0.681172
C  1.416731  -1.254331  -0.678083
C  1.900423  0.113631  -0.169351
C  1.191269  0.583263  1.062819
N  0.683993  1.815410  1.070292
N  0.097165  2.236447  2.161835
C  0.054839  1.388397  3.178414
Cl  -0.683556  1.940294  4.618128
N  0.523450  0.144729  3.184223
N  1.106729  -0.264475  2.092100
H  -2.620910  0.967111  -2.653091
H  -0.622307  0.630788  -1.108065
H  -0.449777  -0.412536  -2.543845
H  -0.333565  -2.404200  -1.127016
H  -0.517623  -1.454313  0.327652
H  1.778349  -1.368832  -1.704753
H  1.884814  -2.054274  -0.104567
H  1.820593  0.887203  -0.932736
H  2.959956  0.036250  0.093155

Forces on the atoms, in the same order (eV/Å):
-0.2685 -0.0246 0.0821
0.1384 -0.2033 -0.4758
0.0196 0.2352 0.4702
0.0117 -0.2236 -0.2112
-0.0253 -0.1288 -0.2268
-0.0158 0.0515 -0.1710
0.1581 -0.1071 0.1507
-0.0240 0.0179 -0.0184
0.0022 -0.0002 -0.1002
-0.0204 -0.0012 0.0834
-0.0030 0.0046 -0.0367
-0.0155 0.0031 0.0193
-0.0208 0.0336 0.0454
0.0673 -0.0465 -0.0130
0.1108 0.1310 0.2027
-0.0173 -0.0177 -0.0151
0.0226 0.0989 0.0348
-0.0202 0.0102 0.0718
0.0686 0.0975 0.0017
0.0508 0.0022 0.0557
-0.1131 0.0467 0.1018
-0.1008 0.0063 0.0601
-0.0056 0.0141 -0.1115

***

[3]
The molecule C7H9ClO2 at a distorted geometry, computed with ωB97M-V with the def2-TZVPD basis set.

Results
HOMO energy ... -9.776 eV
ΔE to the lowest compared entry with this formula, charge and spin ... 1.01 kcal/mol
Energy ... -24020.3510 eV
Structure (SMILES) ... C=CC(C=C)(CO)C(=O)Cl

Positions of all 19 atoms, in Å:
C  0.462786  2.312745  0.943223
C  -0.146369  1.603551  0.008570
C  -0.196866  0.116819  -0.044679
C  -0.585878  -0.407955  -1.382532
C  0.090755  -1.261286  -2.125934
C  -1.085535  -0.477538  1.071660
O  -1.212173  -1.865514  1.001912
C  1.454111  -0.518635  0.377476
O  1.634335  -1.435220  1.102528
Cl  2.706544  0.371703  -0.387829
H  0.449365  3.387956  0.924306
H  1.002915  1.857344  1.757299
H  -0.669080  2.106711  -0.794509
H  -1.546258  -0.037915  -1.723152
H  -0.284023  -1.594359  -3.078647
H  1.042825  -1.665098  -1.824533
H  -0.679600  -0.162373  2.045514
H  -2.096597  -0.073311  0.972669
H  -0.341265  -2.257628  1.156664

Forces on the atoms, in the same order (eV/Å):
-0.1667 0.0432 0.0141
-0.1625 0.0767 -0.0141
2.7642 -1.4384 1.2305
0.0706 0.0181 -0.0220
-0.0392 -0.0173 -0.1005
0.1095 0.2759 0.1103
0.0575 -0.4258 -0.0264
-3.5231 0.8380 -0.5759
0.1349 -0.0005 0.0190
0.8667 0.2137 -0.3513
-0.0338 0.2230 -0.0169
0.1400 -0.1523 0.1365
-0.0323 0.1299 -0.0718
-0.1074 0.0490 -0.1048
-0.1152 -0.0421 -0.1484
0.1961 -0.0653 0.0823
-0.1120 0.0801 -0.1792
0.0831 0.0928 0.0133
-0.1303 0.1012 0.0052

***

> Among the records above, which one has the highest energy?

C7H9ClO2

***

> Among the records above, which one has the highest HOMO energy?

C7H9ClO2

***

> What is the ΔE to the lowest compared entry with this formula, charge and spin in the first record?

0.00 kcal/mol

***

> The highest HOMO energy belongs to which entry?

C7H9ClO2